{"formula": "C25H15Cl5FeNOS4", "method": "ωB97M-V/def2-TZVPD", "e_tot_ha": -6249.16740, "relative_energy_kj_mol": 0.00, "e_lumo_ev": [-0.39, -0.71], "multiplicity": 2, "elements": ["Fe", "S", "C", "C", "C", "C", "C", "C", "S", "C", "C", "C", "C", "C", "C", "C", "S", "C", "C", "C", "C", "C", "C", "S", "N", "H", "H", "H", "H", "H", "H", "H", "H", "H", "H", "H", "H", "H", "H", "H", "Cl", "C", "C", "Cl", "C", "Cl", "C", "O", "C", "Cl", "C", "Cl"], "coordinates": [[-0.22081, 0.00252, -0.04062], [-2.16809, 0.10284, 1.22712], [-1.58896, 0.96208, 2.63529], [-2.24637, 0.85457, 3.86400], [-1.77162, 1.52243, 4.97968], [-0.62796, 2.31142, 4.91258], [0.03569, 2.43661, 3.70405], [-0.45265, 1.77476, 2.58626], [0.38128, 1.95887, 1.02935], [-0.77409, 3.06706, 0.14274], [-1.47470, 2.44728, -1.03875], [-2.39509, 3.18133, -1.77193], [-3.03024, 2.58045, -2.84205], [-2.70458, 1.27525, -3.18022], [-1.75667, 0.60651, -2.42962], [-1.28025, -0.77385, -2.78147], [-0.99947, -1.76250, -1.26840], [0.53266, -2.53268, -1.71727], [0.55713, -3.88261, -2.03089], [1.75148, -4.47128, -2.41513], [2.90187, -3.69572, -2.48200], [2.87408, -2.34880, -2.15605], [1.68547, -1.74114, -1.75359], [1.65449, -0.04684, -1.29205], [-1.18381, 1.19018, -1.36575], [-3.12182, 0.22239, 3.93465], [-2.29216, 1.41220, 5.92255], [-0.25226, 2.81218, 5.79411], [0.93714, 3.03077, 3.62330], [-0.19256, 3.92279, -0.20387], [-1.50507, 3.42839, 0.86513], [-2.61730, 4.19958, -1.48376], [-3.77367, 3.12230, -3.41123], [-3.17209, 0.77716, -4.01776], [-0.30221, -0.67785, -3.25788], [-1.97028, -1.27415, -3.45667], [-0.35213, -4.46587, -1.95905], [1.78553, -5.52597, -2.65128], [3.83977, -4.15013, -2.77482], [3.78149, -1.75967, -2.18531], [3.50466, -3.68440, 5.47123], [2.59308, -2.99573, 4.18104], [2.85407, -1.70463, 3.73823], [4.10163, -0.78901, 4.49755], [2.12094, -1.14344, 2.69307], [2.47936, 0.46608, 2.16534], [1.08814, -1.85060, 2.05544], [0.36231, -1.42122, 1.08223], [0.84345, -3.16460, 2.53351], [-0.41773, -4.05809, 1.76743], [1.57652, -3.72610, 3.56339], [1.23896, -5.33080, 4.09092]], "atomic_forces_ev_per_a": [[-0.322, 0.026, 0.151], [0.024, -0.037, -0.120], [0.123, 0.047, 0.007], [0.002, 0.018, 0.021], [-0.010, -0.012, -0.007], [0.016, -0.007, -0.013], [-0.033, 0.014, 0.015], [-0.136, 0.021, -0.051], [-0.354, 0.097, -0.421], [-0.146, -0.062, 0.010], [0.073, 0.138, 0.098], [0.011, 0.001, -0.039], [0.020, -0.018, 0.018], [0.015, 0.017, -0.045], [0.004, -0.064, -0.032], [-0.003, 0.143, 0.060], [0.006, 0.111, -0.071], [0.054, 0.048, -0.014], [0.019, -0.025, -0.005], [-0.027, -0.014, 0.007], [0.009, 0.029, 0.008], [0.012, -0.045, -0.012], [-0.075, 0.014, 0.029], [-0.012, -0.037, -0.114], [0.228, -0.305, 0.328], [-0.001, 0.001, 0.001], [-0.001, -0.002, 0.001], [0.000, 0.002, 0.001], [-0.002, 0.001, -0.001], [-0.009, 0.016, 0.014], [-0.032, 0.001, -0.017], [-0.005, -0.001, -0.011], [0.003, 0.004, -0.005], [-0.011, 0.010, 0.001], [-0.022, -0.013, -0.029], [-0.018, -0.021, 0.021], [0.001, 0.005, -0.005], [-0.001, 0.000, 0.001], [0.001, 0.002, -0.003], [-0.001, 0.003, 0.000], [0.001, -0.003, -0.002], [0.003, 0.046, -0.020], [-0.023, 0.010, -0.012], [-0.004, 0.027, -0.025], [0.159, 0.014, 0.189], [0.434, -0.530, 0.265], [-0.026, -0.009, 0.145], [0.038, 0.253, -0.251], [0.022, -0.004, -0.019], [0.000, 0.038, -0.023], [0.000, 0.034, -0.017], [-0.005, 0.020, -0.008]], "lowdin_spin": [1.016, -0.012, -0.001, 0.000, -0.001, 0.000, -0.001, -0.001, -0.018, -0.001, -0.001, -0.001, 0.002, -0.001, 0.000, -0.001, -0.021, 0.002, -0.002, 0.004, -0.001, 0.003, 0.001, 0.018, -0.012, 0.000, 0.000, 0.000, 0.000, 0.000, 0.000, 0.000, 0.000, 0.000, 0.001, 0.000, 0.000, 0.000, 0.000, 0.000, 0.002, 0.006, -0.001, -0.001, 0.006, 0.001, -0.001, 0.011, 0.005, 0.001, -0.001, -0.001]}